Record 1
{"formula": "C28H79N5O9", "method": "ωB97M-V/def2-TZVPD", "symbols": ["C", "O", "C", "C", "C", "N", "H", "H", "H", "H", "H", "H", "H", "H", "H", "H", "H", "C", "O", "C", "C", "C", "N", "H", "H", "H", "H", "H", "H", "H", "H", "H", "H", "H", "C", "O", "C", "C", "C", "N", "H", "H", "H", "H", "H", "H", "H", "H", "H", "H", "H", "C", "O", "C", "C", "C", "N", "H", "H", "H", "H", "H", "H", "H", "H", "H", "H", "H", "C", "O", "C", "C", "C", "N", "H", "H", "H", "H", "H", "H", "H", "H", "H", "H", "H", "C", "C", "O", "H", "H", "H", "H", "H", "H", "C", "C", "O", "H", "H", "H", "H", "H", "H", "C", "C", "O", "H", "H", "H", "H", "H", "H", "C", "C", "O", "H", "H", "H", "H", "H", "H"], "xyz": [[-5.02, 1.50, 9.26], [-4.87, 1.76, 7.91], [-4.39, 3.06, 7.70], [-4.32, 3.46, 6.18], [-3.53, 2.55, 5.27], [-3.87, 4.79, 6.09], [-4.09, 1.19, 9.76], [-5.68, 0.64, 9.23], [-5.61, 2.21, 9.84], [-5.13, 3.72, 8.14], [-3.48, 3.24, 8.27], [-5.31, 3.53, 5.73], [-3.49, 1.48, 5.48], [-2.47, 2.77, 5.29], [-3.91, 2.73, 4.27], [-4.16, 5.12, 5.18], [-4.55, 5.19, 6.72], [8.11, 4.31, -2.94], [9.40, 3.65, -2.68], [9.88, 3.75, -1.33], [10.78, 4.99, -1.03], [11.89, 5.17, -2.08], [11.28, 4.78, 0.37], [8.17, 5.38, -2.76], [7.27, 3.88, -2.40], [7.83, 4.35, -3.99], [9.12, 3.69, -0.54], [10.28, 2.77, -1.07], [10.13, 5.86, -1.02], [11.40, 5.35, -3.04], [12.38, 4.25, -2.39], [12.67, 5.93, -1.97], [12.06, 4.14, 0.43], [11.76, 5.64, 0.61], [-1.29, -2.08, 1.73], [0.12, -1.76, 1.93], [0.71, -0.65, 1.30], [0.72, -0.64, -0.27], [1.55, 0.46, -0.85], [-0.63, -0.53, -0.94], [-1.45, -2.80, 0.92], [-1.85, -1.20, 1.41], [-1.65, -2.50, 2.66], [0.09, 0.16, 1.68], [1.71, -0.45, 1.71], [1.26, -1.56, -0.51], [1.26, 1.42, -0.42], [1.55, 0.61, -1.93], [2.58, 0.30, -0.53], [-0.72, 0.42, -1.26], [-0.59, -0.98, -1.84], [-7.30, -7.10, 2.63], [-6.19, -7.38, 1.87], [-6.18, -6.67, 0.55], [-7.22, -7.10, -0.54], [-6.85, -8.46, -1.05], [-7.30, -6.15, -1.66], [-7.63, -6.06, 2.63], [-7.16, -7.36, 3.68], [-8.07, -7.65, 2.08], [-6.43, -5.64, 0.78], [-5.18, -6.73, 0.12], [-8.18, -7.08, -0.04], [-7.25, -8.73, -2.03], [-6.91, -9.26, -0.31], [-5.80, -8.40, -1.33], [-6.46, -6.14, -2.22], [-7.41, -5.22, -1.29], [-0.67, 7.62, -3.79], [-1.88, 8.12, -3.20], [-2.99, 7.23, -3.44], [-2.81, 5.95, -2.45], [-4.11, 5.11, -2.41], [-2.44, 6.32, -1.07], [0.01, 8.46, -3.67], [-0.69, 7.32, -4.84], [-0.18, 6.80, -3.25], [-3.87, 7.68, -2.98], [-3.22, 7.09, -4.49], [-1.96, 5.42, -2.89], [-4.46, 5.09, -3.44], [-4.88, 5.45, -1.72], [-3.82, 4.15, -2.00], [-1.66, 6.94, -1.24], [-3.13, 7.02, -0.89], [1.34, -6.34, 5.94], [2.07, -5.06, 5.77], [2.54, -5.03, 4.43], [0.27, -6.23, 5.72], [1.48, -6.82, 6.90], [1.77, -7.12, 5.32], [2.88, -4.89, 6.48], [1.42, -4.19, 5.78], [2.15, -4.31, 3.92], [6.43, -3.15, 0.36], [7.23, -2.49, -0.79], [6.75, -2.71, -2.07], [6.62, -2.58, 1.27], [6.86, -4.14, 0.51], [5.39, -3.43, 0.22], [8.29, -2.72, -0.69], [6.98, -1.43, -0.68], [7.41, -2.74, -2.76], [-1.67, -5.19, -3.99], [-0.22, -4.77, -4.41], [0.40, -5.63, -5.28], [-2.35, -4.88, -4.78], [-2.13, -4.76, -3.11], [-1.66, -6.22, -3.63], [0.35, -4.66, -3.48], [-0.24, -3.75, -4.80], [0.01, -5.50, -6.15], [-2.47, 1.29, -6.45], [-1.16, 1.90, -6.95], [-0.18, 1.99, -5.88], [-3.38, 1.42, -7.04], [-2.69, 1.61, -5.43], [-2.39, 0.21, -6.31], [-1.43, 2.92, -7.23], [-0.85, 1.28, -7.79], [0.57, 2.40, -6.31]], "mulliken_charge": [-0.81, -0.30, -0.81, 0.82, -1.50, -0.81, 0.31, 0.26, 0.34, 0.32, 0.37, 0.25, 0.30, 0.36, 0.34, 0.28, 0.27, -0.72, -0.36, -0.80, 0.52, -1.36, -0.71, 0.28, 0.30, 0.29, 0.39, 0.39, 0.23, 0.33, 0.33, 0.37, 0.26, 0.26, -0.69, -0.40, -0.96, 0.82, -1.69, -0.66, 0.25, 0.33, 0.24, 0.41, 0.36, 0.24, 0.41, 0.39, 0.41, 0.28, 0.24, -0.70, -0.38, -0.65, 0.45, -1.40, -0.71, 0.30, 0.25, 0.28, 0.38, 0.32, 0.31, 0.40, 0.31, 0.34, 0.24, 0.26, -0.72, -0.36, -0.76, 0.21, -1.36, -0.69, 0.28, 0.30, 0.30, 0.37, 0.38, 0.38, 0.35, 0.33, 0.34, 0.32, 0.31, -0.94, -0.13, -0.53, 0.25, 0.31, 0.30, 0.21, 0.23, 0.29, -1.04, -0.11, -0.54, 0.30, 0.29, 0.33, 0.30, 0.17, 0.31, -0.97, -0.25, -0.51, 0.29, 0.33, 0.28, 0.27, 0.24, 0.31, -1.09, -0.12, -0.52, 0.34, 0.29, 0.27, 0.26, 0.26, 0.30], "homo_ev": -9.114, "spin_multiplicity": 1, "de_lowest_ev": 6.578, "gap_ev": 9.41, "largest_force_ev_per_a": 3.6, "e_lumo_ha": 0.0110, "smiles": "COC[C@H](C)N.COC[C@H](C)N.COC[C@H](C)N.COC[C@H](C)N.COC[C@H](C)N.CCO.CCO.CCO.CCO"}

---

Record 2
{"formula": "C20H38Cl3CoN2O4Si", "method": "ωB97M-V/def2-TZVPD", "symbols": ["C", "C", "H", "H", "H", "C", "C", "H", "H", "H", "H", "Co", "Cl", "Cl", "C", "O", "N", "C", "C", "H", "H", "H", "H", "H", "H", "H", "H", "H", "C", "C", "N", "H", "C", "O", "H", "H", "H", "H", "O", "C", "C", "C", "H", "C", "H", "C", "H", "C", "C", "H", "H", "H", "Si", "Cl", "C", "C", "C", "H", "H", "H", "H", "H", "H", "H", "H", "H", "O", "H", "H"], "xyz": [[2.58, -2.00, -2.19], [1.80, -1.42, -3.32], [2.69, -3.08, -2.32], [2.09, -1.82, -1.23], [3.60, -1.57, -2.14], [1.62, -2.02, -4.51], [2.25, -3.30, -4.92], [0.96, -1.55, -5.24], [2.27, -4.05, -4.12], [3.29, -3.16, -5.25], [1.70, -3.73, -5.76], [0.43, 0.13, 5.22], [1.84, 1.50, 6.06], [1.13, -0.81, 3.29], [-0.03, 2.27, 3.52], [-0.74, 1.38, 4.09], [-0.55, 3.21, 2.74], [-1.98, 3.25, 2.45], [0.29, 4.25, 2.17], [1.06, 2.31, 3.66], [-2.51, 2.62, 3.17], [-2.17, 2.88, 1.42], [-2.33, 4.29, 2.52], [1.29, 4.15, 2.59], [-0.12, 5.24, 2.44], [0.33, 4.16, 1.08], [0.30, -4.64, 3.95], [-0.62, -2.90, 2.12], [-0.67, -4.56, 4.45], [-1.58, -3.16, 2.60], [-1.38, -3.36, 4.02], [-0.51, -4.50, 5.53], [-1.68, -2.39, 4.90], [-2.08, -1.24, 4.67], [-2.30, -2.35, 2.47], [-1.49, -2.73, 5.94], [-1.28, -5.44, 4.22], [-1.96, -4.10, 2.18], [-0.08, -0.29, -2.37], [1.16, -0.07, -3.03], [-0.16, 0.83, -5.05], [1.01, 0.80, -4.28], [-1.03, 0.24, -4.75], [-0.18, 1.61, -6.22], [1.86, 0.45, -2.36], [2.13, 1.55, -4.66], [-1.09, 1.63, -6.83], [0.95, 2.33, -6.61], [2.11, 2.28, -5.83], [3.02, 1.49, -4.03], [0.93, 2.91, -7.53], [3.01, 2.82, -6.14], [-0.94, 0.54, -1.21], [0.74, -1.84, 6.42], [-2.75, 0.21, -1.51], [-0.56, 2.37, -1.44], [-0.37, -0.11, 0.44], [-3.01, 0.33, -2.57], [-3.38, 0.91, -0.94], [-3.02, -0.81, -1.21], [-0.56, -1.18, 0.52], [-0.85, 0.36, 1.31], [0.71, 0.03, 0.58], [-0.71, 2.66, -2.49], [0.49, 2.58, -1.18], [-1.20, 3.00, -0.82], [-1.25, 0.50, 6.83], [-1.73, -0.34, 6.80], [-0.75, 0.47, 7.68]], "mulliken_charge": [-1.35, 0.19, 0.39, 0.24, 0.26, 0.09, -1.40, 0.31, 0.37, 0.26, 0.36, 0.38, -0.64, -0.47, 0.48, -0.49, 0.31, -0.90, -0.84, 0.18, 0.27, 0.12, 0.41, 0.29, 0.34, 0.22, 0.27, 0.29, -0.91, -0.99, 0.24, 0.31, -0.13, -0.66, 0.27, 0.49, 0.33, 0.35, -0.35, 0.19, 0.13, 0.04, 0.43, -0.77, 0.52, -0.48, 0.38, -0.39, -0.65, 0.37, 0.37, 0.38, 0.09, -0.54, -1.02, -1.00, -0.52, 0.27, 0.31, 0.32, -0.06, 0.22, 0.32, 0.36, 0.29, 0.45, -0.56, 0.32, 0.31], "homo_ev": [-4.650, -4.886], "charge": -1, "spin_multiplicity": 4, "de_lowest_ev": 0.000, "gap_ev": [6.90, 7.14], "largest_force_ev_per_a": 3.0, "e_lumo_ha": [0.0827, 0.0827]}

---

Record 3
{"formula": "C5H8N2", "method": "ωB97M-V/def2-TZVPD", "symbols": ["C", "N", "C", "C", "N", "C", "C", "H", "H", "H", "H", "H", "H", "H", "H"], "xyz": [[2.39, -1.44, 0.90], [1.13, -0.86, 0.48], [1.17, 0.11, -0.35], [-0.10, 0.67, -0.80], [-0.58, 1.64, -1.44], [-1.53, 0.56, -0.93], [-2.49, 0.87, 0.19], [3.25, -1.13, 0.29], [2.29, -2.53, 0.85], [2.57, -1.18, 1.94], [2.10, 0.53, -0.76], [-1.92, -0.11, -1.71], [-2.08, 1.65, 0.84], [-3.45, 1.22, -0.21], [-2.67, -0.02, 0.80]], "mulliken_charge": [-0.66, -0.35, -0.11, 0.13, -0.61, 0.29, -1.10, 0.30, 0.25, 0.25, 0.36, 0.35, 0.33, 0.30, 0.28], "homo_ev": -9.754, "spin_multiplicity": 1, "de_lowest_ev": 2.571, "gap_ev": 10.02, "largest_force_ev_per_a": 0.5, "e_lumo_ha": 0.0099, "smiles": "C/N=C/C1=N[C@@H]1C"}

---

Record 4
{"formula": "C13H19F12Li2N3O12S4", "method": "ωB97M-V/def2-TZVPD", "symbols": ["Li", "Li", "C", "F", "F", "F", "S", "O", "O", "N", "S", "O", "O", "C", "F", "F", "F", "C", "F", "F", "F", "S", "O", "O", "N", "S", "O", "O", "C", "F", "F", "F", "C", "C", "C", "O", "C", "H", "H", "H", "H", "H", "H", "H", "H", "C", "C", "C", "O", "C", "H", "H", "H", "H", "H", "H", "H", "H", "C", "N", "O", "O", "H", "H", "H"], "xyz": [[0.53, -0.23, 0.62], [-1.82, 0.10, -0.45], [-1.58, 1.29, 3.66], [-0.30, 1.53, 3.81], [-1.87, 0.00, 4.07], [-2.30, 2.04, 4.49], [-2.14, 1.64, 1.80], [-3.09, 0.56, 1.40], [-2.73, 2.96, 1.71], [-0.71, 1.29, 0.75], [0.16, 2.63, 0.81], [-0.04, 3.50, 1.94], [1.59, 2.35, 0.55], [-0.50, 3.50, -0.76], [-1.82, 3.26, -0.89], [-0.29, 4.80, -0.83], [-0.01, 2.93, -1.83], [-0.79, -3.32, 1.18], [-1.22, -4.54, 1.31], [-1.25, -2.59, 2.15], [0.53, -3.31, 1.09], [-1.45, -2.59, -0.50], [-1.55, -3.74, -1.37], [-2.70, -1.93, -0.17], [-0.34, -1.24, -0.80], [0.26, -1.67, -2.20], [1.29, -2.69, -2.04], [-0.72, -1.80, -3.27], [1.20, -0.05, -2.77], [2.30, -0.49, -3.43], [0.44, 0.57, -3.61], [1.50, 0.74, -1.75], [-4.96, 0.84, -2.77], [-4.02, 0.91, -3.98], [-2.74, 0.43, -3.43], [-2.81, 0.75, -2.03], [-4.06, 1.37, -1.70], [-5.32, -0.18, -2.63], [-5.89, 1.36, -3.02], [-3.89, 1.96, -4.27], [-4.28, 0.41, -4.91], [-1.89, 0.87, -3.95], [-2.77, -0.64, -3.62], [-3.93, 2.45, -1.80], [-4.43, 1.17, -0.69], [5.08, -0.43, 0.19], [4.74, -1.76, 0.82], [3.27, -1.96, 0.48], [2.69, -0.60, 0.37], [3.75, 0.34, 0.30], [5.25, -0.63, -0.86], [5.98, -0.09, 0.71], [4.78, -1.70, 1.91], [5.39, -2.62, 0.64], [2.87, -2.49, 1.35], [3.13, -2.57, -0.42], [3.78, 0.99, 1.18], [3.64, 1.05, -0.52], [2.81, -0.38, 4.30], [1.67, -1.06, 3.57], [1.31, -2.14, 4.04], [1.03, -0.43, 2.70], [3.69, -1.00, 4.12], [2.63, -0.28, 5.37], [2.87, 0.62, 3.88]], "mulliken_charge": [1.54, 1.10, 0.74, -0.15, -0.24, -0.21, 0.76, -0.60, -0.51, -0.93, 0.59, -0.55, -0.53, 0.70, -0.25, -0.23, -0.22, 0.59, -0.22, -0.19, -0.21, 0.91, -0.51, -0.70, -0.48, 0.60, -0.66, -0.56, 0.56, -0.25, -0.25, -0.11, -0.78, -0.80, -0.15, 0.14, -0.35, 0.30, 0.40, 0.24, 0.43, 0.18, 0.25, 0.26, 0.25, -0.69, -0.61, -0.36, 0.44, -0.67, 0.32, 0.38, 0.04, 0.43, 0.19, 0.27, 0.25, 0.24, -0.83, 0.67, -0.48, -0.33, 0.26, 0.33, 0.27], "homo_ev": -10.286, "spin_multiplicity": 1, "gap_ev": 9.16, "largest_force_ev_per_a": 4.5, "e_lumo_ha": -0.0415}

---

Record 5
{"formula": "C24H80O16", "method": "ωB97M-V/def2-TZVPD", "symbols": ["C", "C", "O", "H", "H", "H", "H", "H", "H", "C", "C", "O", "H", "H", "H", "H", "H", "H", "C", "C", "O", "H", "H", "H", "H", "H", "H", "C", "C", "O", "H", "H", "H", "H", "H", "H", "C", "C", "O", "H", "H", "H", "H", "H", "H", "C", "C", "O", "H", "H", "H", "H", "H", "H", "C", "C", "O", "H", "H", "H", "H", "H", "H", "C", "C", "O", "H", "H", "H", "H", "H", "H", "C", "C", "O", "H", "H", "H", "H", "H", "H", "C", "C", "O", "H", "H", "H", "H", "H", "H", "C", "C", "O", "H", "H", "H", "H", "H", "H", "C", "C", "O", "H", "H", "H", "H", "H", "H", "O", "H", "H", "O", "H", "H", "O", "H", "H", "O", "H", "H"], "xyz": [[-2.59, -3.06, -1.79], [-3.18, -4.00, -2.84], [-3.69, -5.06, -2.01], [-2.29, -2.09, -2.19], [-1.74, -3.57, -1.33], [-3.32, -2.86, -1.00], [-2.53, -4.35, -3.64], [-4.12, -3.65, -3.28], [-4.40, -5.58, -2.40], [-0.73, 2.90, -7.71], [-1.03, 3.17, -6.24], [-2.29, 2.70, -5.96], [0.22, 3.36, -7.98], [-1.53, 3.22, -8.38], [-0.65, 1.85, -7.97], [-0.92, 4.25, -6.09], [-0.40, 2.67, -5.51], [-2.61, 3.07, -5.14], [-0.08, -1.06, -0.07], [1.03, -0.04, 0.28], [1.41, 0.79, -0.85], [0.39, -1.79, -0.73], [-0.94, -0.58, -0.53], [-0.49, -1.59, 0.79], [1.91, -0.62, 0.59], [0.89, 0.54, 1.20], [0.72, 1.45, -0.99], [-4.09, 3.64, 4.01], [-2.77, 4.41, 3.75], [-3.13, 5.58, 2.98], [-4.05, 2.82, 4.72], [-4.47, 3.31, 3.05], [-4.79, 4.37, 4.42], [-2.04, 3.72, 3.33], [-2.32, 4.85, 4.64], [-2.48, 6.12, 2.54], [3.04, 3.25, -2.68], [4.00, 2.47, -1.69], [4.13, 1.09, -1.98], [3.09, 4.29, -2.34], [2.01, 2.92, -2.77], [3.35, 3.03, -3.71], [3.70, 2.58, -0.65], [4.96, 2.97, -1.86], [3.28, 0.70, -1.77], [-0.78, -4.10, 4.61], [0.56, -3.50, 4.17], [1.07, -4.31, 3.10], [-1.36, -4.42, 3.74], [-1.44, -3.44, 5.18], [-0.62, -4.98, 5.23], [1.23, -3.50, 5.03], [0.51, -2.49, 3.76], [1.99, -4.03, 3.03], [5.43, -5.15, 0.32], [4.75, -5.05, 1.68], [3.81, -4.09, 1.90], [6.05, -6.04, 0.31], [5.84, -4.15, 0.20], [4.69, -5.17, -0.47], [5.43, -4.98, 2.53], [4.23, -5.95, 2.02], [4.17, -3.25, 1.63], [-0.28, 3.89, 0.49], [-0.65, 3.85, -0.98], [-0.52, 2.55, -1.52], [-1.14, 3.59, 1.09], [-0.03, 4.91, 0.78], [0.61, 3.28, 0.62], [-0.01, 4.53, -1.55], [-1.64, 4.22, -1.21], [-1.33, 2.04, -1.58], [-5.94, 0.33, -0.23], [-4.77, 0.13, -1.18], [-5.16, 0.59, -2.43], [-6.87, 0.18, -0.78], [-6.01, 1.35, 0.14], [-5.94, -0.37, 0.60], [-4.64, -0.94, -1.35], [-3.80, 0.51, -0.86], [-5.10, 1.55, -2.43], [-3.51, 0.61, 3.29], [-3.72, -0.92, 3.28], [-3.75, -1.42, 4.63], [-2.49, 0.82, 3.61], [-4.31, 0.91, 3.96], [-3.65, 1.01, 2.29], [-2.87, -1.40, 2.80], [-4.60, -1.29, 2.75], [-4.19, -2.27, 4.65], [2.42, -2.18, -4.21], [3.41, -1.83, -5.31], [3.10, -2.91, -6.22], [1.40, -2.15, -4.62], [2.59, -1.50, -3.38], [2.61, -3.16, -3.79], [4.39, -1.93, -4.84], [3.21, -0.82, -5.68], [2.51, -2.54, -6.89], [3.06, 1.82, 2.89], [3.72, 2.82, 3.85], [4.98, 2.29, 4.16], [2.06, 2.26, 2.80], [3.05, 0.83, 3.34], [3.48, 1.61, 1.91], [3.11, 2.95, 4.74], [3.86, 3.83, 3.46], [5.44, 2.06, 3.35], [6.15, -0.63, -3.16], [6.78, 0.08, -3.33], [5.39, -0.18, -2.80], [-0.12, 2.67, 4.78], [-0.21, 1.83, 4.32], [-0.98, 2.81, 5.18], [-5.67, -3.34, 1.13], [-6.18, -3.74, 0.42], [-4.85, -3.08, 0.72], [4.22, -1.35, 2.50], [4.48, -1.64, 3.37], [4.92, -0.74, 2.23]], "mulliken_charge": [-0.37, -0.36, -0.55, 0.35, 0.35, -0.27, 0.28, 0.29, 0.29, -1.19, 0.05, -0.51, 0.34, 0.31, 0.31, 0.25, 0.17, 0.27, -0.70, -0.28, 0.20, 0.25, 0.01, 0.40, 0.27, 0.01, -0.03, -0.93, 0.22, -0.57, 0.25, 0.17, 0.40, 0.04, 0.24, 0.29, -0.96, 0.00, -0.50, 0.38, 0.06, 0.34, -0.08, 0.44, 0.18, -1.22, 0.09, -0.47, 0.30, 0.32, 0.34, 0.31, 0.14, 0.26, -1.02, -0.47, -0.36, 0.33, 0.30, 0.26, 0.35, 0.38, 0.19, -0.48, -0.42, -0.52, 0.00, 0.47, -0.10, 0.26, 0.46, 0.12, -1.12, 0.59, -0.57, 0.39, 0.32, 0.27, -0.09, -0.06, 0.30, -0.67, -0.19, -0.59, 0.07, 0.25, 0.31, 0.19, 0.26, 0.32, -0.52, -0.32, -0.53, 0.30, -0.03, 0.30, 0.24, 0.25, 0.31, -0.20, -0.47, -0.55, -0.03, 0.30, 0.11, 0.25, 0.31, 0.31, -0.63, 0.28, 0.46, -0.64, 0.30, 0.31, -0.66, 0.31, 0.31, -0.60, 0.29, 0.27], "homo_ev": -9.645, "spin_multiplicity": 1, "de_lowest_ev": 6.315, "gap_ev": 9.43, "largest_force_ev_per_a": 3.1, "e_lumo_ha": -0.0081}

---

Record 6
{"formula": "C4H10N4", "method": "ωB97M-V/def2-TZVPD", "symbols": ["H", "N", "C", "N", "C", "C", "N", "C", "N", "H", "H", "H", "H", "H", "H", "H", "H", "H"], "xyz": [[-3.00, -0.94, 0.88], [-2.01, -1.11, 0.81], [-1.48, -0.18, 0.03], [-2.20, 0.89, -0.54], [0.03, -0.14, -0.12], [0.69, -1.32, -0.28], [2.08, -1.29, -0.32], [0.72, 1.15, -0.24], [1.84, 1.39, 0.66], [-1.71, 1.61, -1.27], [-3.11, 1.18, -0.16], [0.24, -2.34, -0.50], [2.41, -0.39, 0.08], [2.59, -2.16, -0.17], [0.99, 1.20, -1.30], [0.03, 1.96, -0.11], [2.20, 2.29, 0.35], [1.51, 1.43, 1.60]], "mulliken_charge": [0.19, -0.72, 0.27, -0.47, 0.37, -0.24, -0.47, -0.94, -0.57, 0.25, 0.18, 0.35, 0.35, 0.24, 0.29, 0.49, 0.24, 0.21], "homo_ev": -7.593, "spin_multiplicity": 1, "de_lowest_ev": 1.490, "gap_ev": 8.34, "largest_force_ev_per_a": 4.2, "e_lumo_ha": 0.0275, "smiles": "[H]/N=C(N)/C(=C/N)CN"}